ORCA calculation (ωB97M-V with the def2-TZVPD basis set) on 11 unconnected molecules or ions with the total composition H22O11 in a non-equilibrium geometry.

Computed properties:
SMILES: O.O.O.O.O.O.O.O.O.O.O
Orbital gap (eV): 10.02
E_HOMO (eV): -10.24
Energy relative to the best compared isomer or geometry (same formula, charge and spin) (kcal/mol): 83.1
Lowest unoccupied orbital energy (eV): -0.22

Structure (XYZ):
```
33
H22O11 ωB97M-V with the def2-TZVPD basis set
O -0.4736 1.1477 0.5171
H 0.1919 1.6800 0.0668
H -0.8131 0.5650 -0.1716
O -1.3775 5.6413 3.0236
H -2.0150 5.7247 2.3055
H -1.2450 4.6905 3.1102
O 2.5293 -1.9821 -2.5231
H 3.4898 -1.9506 -2.4482
H 2.2380 -1.1379 -2.1605
O -4.9890 1.1758 -0.5328
H -5.3809 1.0087 0.3318
H -5.4892 0.6089 -1.1305
O 3.9166 -1.7037 0.4204
H 4.7182 -1.1745 0.3410
H 3.2600 -1.2123 -0.0859
O -2.4761 -0.9444 -4.3394
H -2.2396 -1.5551 -5.0467
H -1.7180 -0.3525 -4.2775
O 0.5909 0.9828 -3.0712
H 0.3087 0.9841 -2.1496
H 0.4066 0.0858 -3.3717
O -0.7465 -1.9051 2.6773
H 0.0712 -1.6330 3.1090
H -0.4933 -2.6792 2.1619
O 0.8344 0.2520 2.2278
H 0.0593 0.6840 2.6042
H 1.5307 0.9143 2.3009
O -1.5631 -3.7382 1.5259
H -2.1808 -3.4844 0.8308
H -2.0991 -3.7393 2.3269
O 3.5393 1.3648 0.5242
H 4.4622 1.1965 0.3029
H 3.1524 0.4853 0.6005
```